C11H17N2O3 | ωB97M-V/def2-TZVPD

Positions of all 33 atoms, in Å:
C: -0.11678 2.44876 -4.74089
H: -0.99758 2.94404 -4.35767
H: -0.44201 1.31981 -5.08289
H: 0.35007 2.88145 -5.58640
O: 0.59866 2.13354 -3.83691
C: 0.38347 1.70674 -2.67714
C: -0.88933 1.31667 -2.37620
C: -1.08974 0.39268 -1.26003
C: -0.07894 0.28322 -0.30858
C: 1.13257 0.86544 -0.44567
C: 1.63893 1.48882 -1.73268
H: 2.47793 1.86932 -2.02727
H: 1.74972 0.81265 0.24601
C: -0.34720 -0.33597 1.07611
N: -1.56277 0.01197 1.48261
O: -2.05948 -0.33449 2.70678
H: -3.00276 0.12689 2.93784
C: 0.38910 -1.42818 1.49833
C: 1.89495 -1.29750 2.00903
H: 2.54621 -0.89045 1.13345
H: 1.78843 -0.32737 2.50269
H: 2.38944 -1.82642 2.49725
C: 0.58119 -2.52275 0.35536
H: 1.18949 -3.22932 0.61937
H: 0.96407 -2.30957 -0.67681
H: -0.52935 -2.94969 0.15151
N: -0.41988 -2.21376 2.66950
H: 0.33933 -3.28036 2.72706
H: -1.24867 -2.23884 2.44939
O: -0.08447 -1.63143 3.96171
H: -0.57048 -0.98552 3.93510
H: -2.11954 0.01775 -1.06738
H: -1.57529 1.16706 -3.07938

Properties
Energy relative to the best compared isomer or geometry (same formula, charge and spin): 15.406 eV
Highest occupied orbital energy: -0.4008 Ha
Strongest force on any atom: 0.363 Eh/bohr
Net charge: +1

Which charges does Mulliken predict for the atoms? In e, they are: atom 1 (C): -0.79, atom 2 (H): 0.33, atom 3 (H): 0.29, atom 4 (H): 0.20, atom 5 (O): -0.31, atom 6 (C): 0.92, atom 7 (C): -0.99, atom 8 (C): -0.31, atom 9 (C): 0.06, atom 10 (C): -0.50, atom 11 (C): -1.62, atom 12 (H): 0.62, atom 13 (H): 1.14, atom 14 (C): 0.07, atom 15 (N): -0.42, atom 16 (O): -0.55, atom 17 (H): 0.38, atom 18 (C): 1.40, atom 19 (C): -1.86, atom 20 (H): 0.43, atom 21 (H): 0.46, atom 22 (H): 0.71, atom 23 (C): -1.65, atom 24 (H): 0.68, atom 25 (H): 0.30, atom 26 (H): 0.34, atom 27 (N): -0.10, atom 28 (H): 0.55, atom 29 (H): 0.29, atom 30 (O): -0.23, atom 31 (H): 0.28, atom 32 (H): 0.34, atom 33 (H): 0.54



C11H17N2W | ωB97M-V/def2-TZVPD

Positions of all 31 atoms, in Å:
C: -0.97777 -0.64713 -3.00279
W: -0.96364 1.39213 -0.77790
N: -1.24722 2.54394 0.90988
N: -1.55402 3.01334 -2.24094
H: -0.33901 2.88588 1.25644
H: -1.57120 -0.29335 -2.14751
H: -0.84907 -1.73865 -2.99780
H: 0.02264 -0.17654 -2.99736
H: -1.69816 -0.52053 -3.91890
H: -0.95364 3.84752 -2.17610
H: -2.52298 3.34747 -2.14401
H: -1.47767 2.69978 -3.21827
H: -1.85144 3.36855 0.79007
H: -1.65672 1.97684 1.66745
C: 3.12410 -0.71453 2.31805
C: 2.77805 0.46693 1.65832
C: 1.61319 0.52775 0.88745
C: 0.78277 -0.59612 0.77618
C: -0.40742 -0.52260 0.03768
C: -1.25681 -1.64135 -0.00965
C: -0.89839 -2.83211 0.62675
C: 0.29380 -2.91267 1.35032
C: 1.13627 -1.79522 1.44300
C: 2.31015 -1.84548 2.20906
H: 4.02291 -0.75298 2.91969
H: 3.41067 1.34028 1.74793
H: 1.36152 1.45332 0.38658
H: -2.20737 -1.59544 -0.52325
H: -1.55708 -3.68959 0.57899
H: 0.54444 -3.83814 1.85605
H: 2.58910 -2.75130 2.73459

Properties
Highest occupied orbital energy (alpha / beta): -0.3791 / -0.3816 Ha
Strongest force on any atom: 0.050 Eh/bohr
2S+1: 3
⟨S²⟩: 2.03
Net charge: +1

Which charges does Mulliken predict for the atoms? In e, they are: atom 1 (C): -0.73, atom 2 (W): 0.57, atom 3 (N): -0.63, atom 4 (N): -0.83, atom 5 (H): 0.38, atom 6 (H): -0.18, atom 7 (H): 0.35, atom 8 (H): 0.36, atom 9 (H): 0.29, atom 10 (H): 0.33, atom 11 (H): 0.34, atom 12 (H): 0.32, atom 13 (H): 0.29, atom 14 (H): 0.38, atom 15 (C): -0.56, atom 16 (C): -1.00, atom 17 (C): -0.43, atom 18 (C): 0.32, atom 19 (C): 0.25, atom 20 (C): -0.25, atom 21 (C): -0.72, atom 22 (C): -0.83, atom 23 (C): 0.88, atom 24 (C): -0.79, atom 25 (H): 0.40, atom 26 (H): 0.40, atom 27 (H): 0.38, atom 28 (H): 0.53, atom 29 (H): 0.39, atom 30 (H): 0.39, atom 31 (H): 0.40



C11H17N4 | ωB97M-V/def2-TZVPD

Positions of all 32 atoms, in Å:
C: -2.84045 2.65164 1.47705
C: -1.50658 -1.78817 1.58092
C: -0.54363 -1.47750 0.54257
C: -2.32461 -0.91523 2.25938
C: 2.90941 1.03390 -2.42677
C: 3.22276 0.33425 -1.12891
C: 1.76419 0.32148 -3.09816
C: 1.99771 0.33611 -0.22510
C: 0.51234 0.33427 -2.16439
C: -3.11667 1.29415 1.59411
C: -3.01359 -1.37154 3.51653
N: -2.67772 3.76956 1.49693
N: -2.28835 0.44077 2.07718
N: -0.30935 -0.38262 -0.04012
N: 0.84130 -0.40866 -0.87627
H: -1.31150 -2.85619 1.94700
H: -0.00012 -2.38042 0.20486
H: 2.64116 2.07476 -2.37239
H: 3.70329 0.99300 -3.00431
H: 3.65661 -0.59527 -1.39948
H: 3.97872 0.93264 -0.48202
H: 1.48932 0.92150 -3.94344
H: 1.96595 -0.64456 -3.45313
H: 2.20254 -0.12292 0.72333
H: 1.83538 1.35139 -0.12227
H: 0.16952 1.24246 -1.78997
H: -0.29323 -0.24780 -2.49379
H: -4.10748 0.91092 1.08491
H: -4.10948 -1.12249 3.37925
H: -2.63546 -0.82438 4.28220
H: -2.90250 -2.40672 3.80484
H: 1.09051 -1.39833 -0.95055

Properties
Energy relative to the best compared isomer or geometry (same formula, charge and spin): 5.317 eV
Highest occupied orbital energy: -0.4567 Ha
Strongest force on any atom: 0.099 Eh/bohr
Net charge: +1
SMILES: CC(=C/C=N/[NH+]1CCCCC1)/N=C/C#N

Which charges does Mulliken predict for the atoms? In e, they are: atom 1 (C): 0.08, atom 2 (C): -0.97, atom 3 (C): 0.21, atom 4 (C): 0.86, atom 5 (C): -0.76, atom 6 (C): -0.46, atom 7 (C): -0.59, atom 8 (C): -0.73, atom 9 (C): -0.72, atom 10 (C): 0.25, atom 11 (C): -1.32, atom 12 (N): -0.28, atom 13 (N): -0.35, atom 14 (N): -0.85, atom 15 (N): 0.55, atom 16 (H): 0.19, atom 17 (H): 0.22, atom 18 (H): 0.38, atom 19 (H): 0.41, atom 20 (H): 0.33, atom 21 (H): 0.30, atom 22 (H): 0.34, atom 23 (H): 0.33, atom 24 (H): 0.41, atom 25 (H): 0.39, atom 26 (H): 0.41, atom 27 (H): 0.47, atom 28 (H): 0.31, atom 29 (H): 0.33, atom 30 (H): 0.42, atom 31 (H): 0.39, atom 32 (H): 0.48



C11H17N4O | ωB97M-V/def2-TZVPD

Positions of all 33 atoms, in Å:
C: 2.02428 1.80522 -0.02753
C: 3.09428 0.91360 0.02138
C: 1.59998 -0.91865 -0.08598
C: 0.54488 -0.07158 -0.19407
C: 0.76644 1.32446 -0.13696
C: 2.89725 -0.47778 0.10674
C: -1.51924 1.06173 -0.24752
C: -0.83202 -0.22924 -0.33261
C: -0.68199 3.40709 0.00158
C: -0.85224 -2.17568 -1.93830
C: -2.88989 -1.12164 1.51017
N: -0.47126 1.97247 -0.19927
N: 3.82534 -1.39740 0.40482
N: -1.43550 -1.10449 -1.15190
N: -1.40793 -0.83712 1.63947
O: -2.69389 1.24953 -0.39402
H: 2.35490 2.90208 0.05169
H: 4.20038 1.15434 0.02601
H: 1.45030 -2.06215 -0.22174
H: -1.52121 3.62692 0.58495
H: 0.16566 3.87182 0.50359
H: -0.79659 3.95927 -0.96318
H: 0.08602 -1.76095 -2.42322
H: -0.66476 -2.97390 -1.31783
H: -1.44940 -2.43192 -2.77439
H: -3.30389 -0.39963 0.73247
H: -2.92241 -2.09389 0.93390
H: -3.30187 -1.01038 2.51275
H: 4.82662 -1.11767 0.30945
H: 3.41005 -2.33414 0.45936
H: -2.43393 -0.96941 -1.52360
H: -0.68122 -1.53190 1.74144
H: -1.38712 -0.22900 2.39237

Properties
Energy relative to the best compared isomer or geometry (same formula, charge and spin): 0.256 eV
Highest occupied orbital energy: -0.4007 Ha
Strongest force on any atom: 0.088 Eh/bohr
Net charge: +1

Which charges does Mulliken predict for the atoms? In e, they are: atom 1 (C): -0.76, atom 2 (C): -0.73, atom 3 (C): -0.06, atom 4 (C): 0.36, atom 5 (C): -0.60, atom 6 (C): 0.82, atom 7 (C): 0.45, atom 8 (C): 0.84, atom 9 (C): -1.10, atom 10 (C): -1.10, atom 11 (C): -0.74, atom 12 (N): 0.07, atom 13 (N): -0.48, atom 14 (N): 0.02, atom 15 (N): -0.39, atom 16 (O): -0.63, atom 17 (H): 0.25, atom 18 (H): 0.24, atom 19 (H): 0.09, atom 20 (H): 0.39, atom 21 (H): 0.38, atom 22 (H): 0.32, atom 23 (H): 0.37, atom 24 (H): 0.36, atom 25 (H): 0.37, atom 26 (H): 0.25, atom 27 (H): 0.28, atom 28 (H): 0.37, atom 29 (H): 0.24, atom 30 (H): 0.19, atom 31 (H): 0.41, atom 32 (H): 0.27, atom 33 (H): 0.25



C11H17N5O4 | ωB97M-V/def2-TZVPD

Positions of all 37 atoms, in Å:
C: 0.12980 1.84310 1.08196
C: -0.31903 1.28076 -0.29139
C: 0.03262 0.60904 2.06374
C: 0.81218 0.77184 3.38071
C: 2.32415 0.70741 3.18678
C: 0.29990 -0.42799 -1.94790
C: 0.73603 0.59738 -3.00651
C: -1.01484 -1.07891 -2.37630
C: -1.59052 -1.95723 -1.29007
C: -2.40237 -1.64249 -0.24746
C: -1.81074 -3.72938 -0.14912
H: -1.52068 2.97933 0.83926
H: -0.28495 3.81393 1.50213
H: 1.11050 2.16847 0.94765
H: -0.97879 0.55742 2.30002
H: 0.36079 -0.20981 1.49707
H: 0.45785 -0.03955 3.98914
H: 0.45475 1.71532 3.89313
H: 2.64448 0.59189 5.32329
H: 4.05984 0.72529 4.27933
H: 1.35849 0.16235 -0.16664
H: 0.90441 -1.34340 -1.96481
H: -1.85916 -0.28411 -2.63866
H: -0.83494 -1.77175 -3.18096
H: -2.98348 -0.79510 0.14939
H: -1.65405 -4.76420 0.37241
H: -3.28136 -2.76891 1.25262
H: 1.25108 0.82728 -4.79885
N: -0.74909 2.89705 1.52384
N: 3.03589 0.74906 4.39639
N: 0.42640 0.10589 -0.61158
N: -1.22709 -3.33008 -1.30542
N: -2.69456 -2.83921 0.45893
O: -1.35766 1.58140 -0.85270
O: 2.76834 0.73332 2.04586
O: 1.05279 1.73612 -2.76048
O: 0.79544 0.13860 -4.33984

Properties
Energy relative to the best compared isomer or geometry (same formula, charge and spin): 2.326 eV
Highest occupied orbital energy: -0.3160 Ha
Strongest force on any atom: 0.098 Eh/bohr
SMILES: NC(=O)CC[C@H](N)C(=O)N[C@@H](Cc1c[nH]cn1)C(=O)O

Which charges does Mulliken predict for the atoms? In e, they are: atom 1 (C): -0.40, atom 2 (C): 0.51, atom 3 (C): -0.99, atom 4 (C): -1.16, atom 5 (C): 0.62, atom 6 (C): -0.47, atom 7 (C): 0.46, atom 8 (C): -0.73, atom 9 (C): 0.60, atom 10 (C): -0.67, atom 11 (C): -0.25, atom 12 (H): 0.33, atom 13 (H): 0.27, atom 14 (H): 0.59, atom 15 (H): 0.62, atom 16 (H): 0.60, atom 17 (H): 0.45, atom 18 (H): 0.32, atom 19 (H): 0.21, atom 20 (H): 0.26, atom 21 (H): 0.34, atom 22 (H): 0.63, atom 23 (H): 0.26, atom 24 (H): 0.56, atom 25 (H): 0.40, atom 26 (H): 0.33, atom 27 (H): 0.21, atom 28 (H): 0.34, atom 29 (N): -0.68, atom 30 (N): -0.41, atom 31 (N): -0.08, atom 32 (N): -0.71, atom 33 (N): -0.06, atom 34 (O): -0.69, atom 35 (O): -0.61, atom 36 (O): -0.55, atom 37 (O): -0.47



C11H17N5OS | ωB97M-V/def2-TZVPD

Positions of all 35 atoms, in Å:
N: 2.80208 -2.54113 1.12279
C: 3.07952 -1.66996 0.21940
N: 4.36101 -0.95691 0.33951
N: 2.21441 -1.37312 -0.90493
C: 1.00807 -0.62040 -0.38420
C: 1.38340 0.90304 -0.18590
C: 0.31909 1.76769 0.61730
C: -0.63317 0.94328 1.57136
C: -1.88320 0.35211 0.79401
C: -2.48650 1.04006 -0.34468
C: -3.64510 0.38780 -1.06042
C: -4.21376 -0.90245 -0.66735
C: -3.55356 -1.57638 0.51430
N: -3.96557 -2.83113 0.99945
S: -2.88048 -3.09521 2.25098
N: -1.91159 -1.74732 2.32176
C: -2.38922 -0.97704 1.26933
H: 1.87605 -2.94063 0.91328
H: 4.23289 -0.17319 0.99294
H: 4.97915 -1.63118 0.80561
H: 2.67602 -0.71932 -1.54369
H: 0.69801 -1.15641 0.54930
H: 0.17881 -0.71974 -1.13977
H: 2.41336 1.00346 0.26312
H: 1.43716 1.35829 -1.23789
H: 0.91262 2.46499 1.28913
H: -0.22449 2.44363 -0.09847
H: -1.00582 1.63428 2.39033
H: -0.03484 0.14806 2.08945
H: -2.12756 2.03274 -0.72207
H: -4.05885 0.93421 -1.95152
H: -5.06026 -1.37560 -1.23009
O: 1.91488 3.17062 -2.89355
H: 2.16251 3.87428 -3.50462
H: 1.42496 2.54856 -3.44420

Properties
Energy relative to the best compared isomer or geometry (same formula, charge and spin): 3.061 eV
Highest occupied orbital energy: -0.3223 Ha
Strongest force on any atom: 0.083 Eh/bohr

Which charges does Mulliken predict for the atoms? In e, they are: atom 1 (N): -0.72, atom 2 (C): 0.49, atom 3 (N): -0.61, atom 4 (N): -0.33, atom 5 (C): -0.31, atom 6 (C): 0.09, atom 7 (C): -0.61, atom 8 (C): -0.82, atom 9 (C): 0.73, atom 10 (C): -0.60, atom 11 (C): -0.38, atom 12 (C): -0.83, atom 13 (C): 0.71, atom 14 (N): -0.59, atom 15 (S): 0.16, atom 16 (N): -0.61, atom 17 (C): 0.35, atom 18 (H): 0.26, atom 19 (H): 0.26, atom 20 (H): 0.34, atom 21 (H): 0.36, atom 22 (H): -0.03, atom 23 (H): 0.20, atom 24 (H): 0.15, atom 25 (H): -0.09, atom 26 (H): 0.37, atom 27 (H): 0.28, atom 28 (H): 0.50, atom 29 (H): 0.37, atom 30 (H): 0.26, atom 31 (H): 0.32, atom 32 (H): 0.36, atom 33 (O): -0.62, atom 34 (H): 0.30, atom 35 (H): 0.30



C11H17N7S4V | ωB97M-V/def2-TZVPD

Positions of all 40 atoms, in Å:
V: 0.01622 0.13436 -1.19665
S: 2.16852 0.27083 -1.83949
C: 2.06076 1.98847 -1.63226
C: 3.24979 2.63918 -1.19066
N: 4.21233 3.10523 -0.76927
C: 0.90039 2.67761 -1.87898
S: -0.54327 1.88114 -2.41523
C: 0.85102 4.10094 -1.80348
N: 0.78586 5.24771 -1.75887
N: -5.49057 -2.39290 -0.27684
C: -4.78663 -1.08045 -0.47611
C: -3.26137 -1.27450 -0.48376
N: -2.53606 -0.03603 -0.73791
H: -6.50640 -2.27524 -0.26219
H: -5.21701 -2.82403 0.60909
H: -5.26224 -3.04960 -1.02623
H: -5.08900 -0.40877 0.32565
H: -5.12177 -0.66062 -1.42360
H: -2.98799 -1.99656 -1.25798
H: -2.93623 -1.67220 0.48038
H: -2.69886 0.64236 0.00018
H: -2.83232 0.37973 -1.61523
S: -0.36174 -3.80095 -3.24208
C: -0.27706 -2.51512 -2.37640
N: -0.22098 -1.50907 -1.70306
C: 2.21231 -1.72657 1.38440
N: 2.53023 -0.35219 1.69195
C: 3.85757 0.03029 2.19660
C: 3.73768 1.54984 2.40780
N: 2.36515 1.80933 1.95639
C: 1.75558 0.71057 1.54380
S: 0.10351 0.72516 1.01159
H: 2.54811 -2.36573 2.20030
H: 2.71107 -2.04881 0.46805
H: 1.13832 -1.83934 1.26753
H: 4.62604 -0.23419 1.46913
H: 4.06453 -0.50477 3.12328
H: 4.44012 2.10784 1.79405
H: 3.85751 1.84764 3.44754
H: 1.93689 2.71938 1.98856

Properties
Highest occupied orbital energy (alpha / beta): -0.5188 / -0.5283 Ha
Strongest force on any atom: 0.052 Eh/bohr
2S+1: 2
⟨S²⟩: 0.82
Net charge: +2

Which charges does Mulliken predict for the atoms? In e, they are: atom 1 (V): 1.18, atom 2 (S): -0.29, atom 3 (C): 0.57, atom 4 (C): -0.12, atom 5 (N): -0.40, atom 6 (C): 0.95, atom 7 (S): -0.35, atom 8 (C): -0.20, atom 9 (N): -0.32, atom 10 (N): -0.28, atom 11 (C): -0.65, atom 12 (C): -0.84, atom 13 (N): -0.45, atom 14 (H): 0.37, atom 15 (H): 0.36, atom 16 (H): 0.36, atom 17 (H): 0.40, atom 18 (H): 0.41, atom 19 (H): 0.38, atom 20 (H): 0.40, atom 21 (H): 0.25, atom 22 (H): 0.31, atom 23 (S): -0.24, atom 24 (C): 0.48, atom 25 (N): -0.85, atom 26 (C): -0.99, atom 27 (N): 0.24, atom 28 (C): -0.52, atom 29 (C): -0.52, atom 30 (N): 0.00, atom 31 (C): 0.33, atom 32 (S): -0.45, atom 33 (H): 0.32, atom 34 (H): 0.33, atom 35 (H): 0.30, atom 36 (H): 0.33, atom 37 (H): 0.36, atom 38 (H): 0.29, atom 39 (H): 0.34, atom 40 (H): 0.21